{
  "formula": "C72H180N12O24",
  "method": "ωB97M-V with the def2-TZVPD basis set",
  "smiles": "COCCNCCOC.COCCNCCOC.COCCNCCOC.COCCNCCOC.COCCNCCOC.COCCNCCOC.COCCNCCOC.COCCNCCOC.COCCNCCOC.COCCNCCOC.COCCNCCOC.COCCNCCOC",
  "relative_energy_ev": 2.2908,
  "spin_multiplicity": 1,
  "lumo_energy_ha": 0.019,
  "elements": ["C", "O", "C", "C", "N", "C", "C", "O", "C", "H", "H", "H", "H", "H", "H", "H", "H", "H", "H", "H", "H", "H", "H", "H", "C", "O", "C", "C", "N", "C", "C", "O", "C", "H", "H", "H", "H", "H", "H", "H", "H", "H", "H", "H", "H", "H", "H", "H", "C", "O", "C", "C", "N", "C", "C", "O", "C", "H", "H", "H", "H", "H", "H", "H", "H", "H", "H", "H", "H", "H", "H", "H", "C", "O", "C", "C", "N", "C", "C", "O", "C", "H", "H", "H", "H", "H", "H", "H", "H", "H", "H", "H", "H", "H", "H", "H", "C", "O", "C", "C", "N", "C", "C", "O", "C", "H", "H", "H", "H", "H", "H", "H", "H", "H", "H", "H", "H", "H", "H", "H", "C", "O", "C", "C", "N", "C", "C", "O", "C", "H", "H", "H", "H", "H", "H", "H", "H", "H", "H", "H", "H", "H", "H", "H", "C", "O", "C", "C", "N", "C", "C", "O", "C", "H", "H", "H", "H", "H", "H", "H", "H", "H", "H", "H", "H", "H", "H", "H", "C", "O", "C", "C", "N", "C", "C", "O", "C", "H", "H", "H", "H", "H", "H", "H", "H", "H", "H", "H", "H", "H", "H", "H", "C", "O", "C", "C", "N", "C", "C", "O", "C", "H", "H", "H", "H", "H", "H", "H", "H", "H", "H", "H", "H", "H", "H", "H", "C", "O", "C", "C", "N", "C", "C", "O", "C", "H", "H", "H", "H", "H", "H", "H", "H", "H", "H", "H", "H", "H", "H", "H", "C", "O", "C", "C", "N", "C", "C", "O", "C", "H", "H", "H", "H", "H", "H", "H", "H", "H", "H", "H", "H", "H", "H", "H", "C", "O", "C", "C", "N", "C", "C", "O", "C", "H", "H", "H", "H", "H", "H", "H", "H", "H", "H", "H", "H", "H", "H", "H"],
  "xyz": [[28.115779, 14.538416, 15.340598], [26.766308, 14.915040, 15.174920], [26.349800, 14.771504, 13.851994], [24.882365, 15.167373, 13.738558], [24.634146, 16.589621, 13.976305], [23.324088, 17.019569, 13.428490], [22.153850, 16.530231, 14.249452], [22.174759, 17.150900, 15.528812], [20.979474, 16.769045, 16.291365], [28.192545, 13.438164, 15.042397], [28.321464, 14.494312, 16.433712], [28.835570, 15.204119, 14.825499], [26.418326, 13.710862, 13.606109], [26.973208, 15.418599, 13.227591], [24.297085, 14.418393, 14.279350], [24.624431, 15.086896, 12.672102], [24.773190, 16.930440, 14.918146], [23.224798, 16.590567, 12.444739], [23.394790, 18.108229, 13.323283], [22.092705, 15.415832, 14.400996], [21.267059, 16.897631, 13.847000], [20.062052, 16.918889, 15.671632], [20.918368, 17.356251, 17.192363], [20.948052, 15.742235, 16.710321], [26.942703, 21.031258, 20.784509], [27.566534, 20.025470, 21.495860], [27.991350, 20.502386, 22.812788], [28.468205, 19.303621, 23.568660], [27.321845, 18.431185, 23.795380], [27.685036, 17.088069, 24.257244], [26.455799, 16.221088, 24.295830], [26.018829, 15.977678, 23.007989], [24.675850, 15.531233, 22.917067], [27.581485, 21.889767, 20.532959], [26.055144, 21.340066, 21.345155], [26.512049, 20.603486, 19.876173], [27.162866, 20.962235, 23.338474], [28.799803, 21.255407, 22.605639], [28.981516, 19.589965, 24.508142], [29.226498, 18.770324, 22.967129], [26.837110, 18.404635, 22.885549], [28.079673, 17.251981, 25.305527], [28.465609, 16.609648, 23.593801], [25.656718, 16.700732, 24.826063], [26.632975, 15.265518, 24.739594], [24.415490, 15.651820, 21.848046], [24.019121, 16.224883, 23.459793], [24.621013, 14.502448, 23.290494], [31.122445, 20.958857, 13.762774], [31.881241, 22.064631, 13.319580], [33.258849, 21.797790, 13.310418], [34.054729, 23.079924, 13.552497], [35.458075, 22.803042, 13.335665], [36.202581, 24.057095, 13.116122], [37.668809, 23.767615, 12.987052], [38.356740, 25.008301, 13.137169], [39.745591, 24.766866, 13.256350], [31.293307, 20.775636, 14.816527], [31.267759, 20.025513, 13.212079], [30.065274, 21.226514, 13.608810], [33.573813, 21.527170, 12.269279], [33.510961, 21.004671, 13.988950], [33.903861, 23.440388, 14.571720], [33.669616, 23.913246, 12.960664], [35.525055, 22.341790, 12.423158], [35.997410, 24.592900, 14.075015], [35.667882, 24.708168, 12.389816], [37.998381, 23.317692, 12.023207], [37.999735, 23.158446, 13.818150], [39.957033, 24.124387, 14.149821], [40.248949, 25.674253, 13.543344], [40.223844, 24.331691, 12.391215], [21.852699, 25.665939, 11.012426], [22.837388, 24.750739, 11.375379], [23.469619, 25.205410, 12.556676], [24.451868, 24.191415, 13.021033], [25.443121, 23.761691, 12.042100], [26.381773, 24.769670, 11.620593], [27.612623, 24.953227, 12.459059], [27.324756, 25.786411, 13.599462], [28.530774, 26.328369, 14.156103], [21.580456, 25.423779, 9.980929], [22.143231, 26.739752, 11.113856], [20.915679, 25.501772, 11.642916], [22.746117, 25.319231, 13.408484], [23.790161, 26.230777, 12.371473], [23.821197, 23.251482, 13.298105], [24.937323, 24.563744, 13.921456], [24.850721, 23.495246, 11.240371], [25.920383, 25.764797, 11.473310], [26.695725, 24.484970, 10.646331], [28.374189, 25.455216, 11.857649], [28.012549, 23.980691, 12.883159], [29.051736, 26.851347, 13.374138], [29.156773, 25.525467, 14.516837], [28.127801, 26.880406, 15.019683], [18.668230, 19.828078, 17.972884], [19.489735, 20.872752, 17.495858], [20.267764, 21.436240, 18.515123], [20.909349, 22.680384, 17.937034], [21.714252, 22.402011, 16.771516], [22.178880, 23.670265, 16.179192], [23.285848, 24.347924, 16.939674], [23.529153, 25.597809, 16.269451], [24.606919, 26.349430, 16.702819], [18.017760, 20.212059, 18.751857], [19.356655, 19.101846, 18.373456], [18.041747, 19.467730, 17.159923], [21.039704, 20.675356, 18.754381], [19.679412, 21.689369, 19.387464], [21.496306, 23.058880, 18.777061], [20.118790, 23.448759, 17.703412], [21.192236, 22.063575, 15.976882], [21.357696, 24.362124, 16.282104], [22.417709, 23.427524, 15.151561], [24.196565, 23.780759, 16.963847], [22.993590, 24.526842, 17.992178], [24.472594, 26.585783, 17.768618], [24.521608, 27.242170, 16.074158], [25.533828, 25.805464, 16.549859], [16.428844, 24.390345, 8.175185], [16.304570, 24.533083, 9.612224], [16.939805, 23.568187, 10.344772], [16.759595, 23.906571, 11.864820], [17.519757, 23.034202, 12.795427], [19.004028, 23.168656, 12.851954], [19.488842, 22.190113, 13.816854], [19.090774, 20.950565, 13.347602], [19.596574, 19.867146, 14.113557], [16.152104, 25.367150, 7.743193], [15.765272, 23.604253, 7.829147], [17.461167, 24.307748, 7.857284], [18.026159, 23.481531, 10.098888], [16.514039, 22.569487, 10.190087], [15.706417, 23.896148, 12.164968], [17.093849, 24.958432, 12.040050], [17.209520, 22.093034, 12.626829], [19.234242, 24.199589, 13.094749], [19.440282, 22.965494, 11.873441], [19.010355, 22.293570, 14.780737], [20.614529, 22.176295, 13.811693], [20.619887, 19.651097, 13.747201], [18.910618, 19.002801, 13.989836], [19.826188, 20.092063, 15.165760], [30.061765, 16.586454, 11.851879], [29.006521, 16.948791, 12.709754], [28.354044, 18.127852, 12.370651], [27.469191, 18.605642, 13.509854], [28.197637, 19.185859, 14.651969], [28.941261, 18.250504, 15.489369], [29.340683, 18.963412, 16.754350], [29.524134, 18.099436, 17.851850], [28.333423, 17.546152, 18.428061], [30.812020, 17.372940, 11.618264], [29.579128, 16.326406, 10.921402], [30.608074, 15.722705, 12.188773], [27.726574, 17.904368, 11.456999], [29.054847, 18.948863, 12.158494], [26.789413, 17.785613, 13.856545], [26.883138, 19.414464, 13.085914], [27.536249, 19.747635, 15.216408], [29.872987, 17.907976, 14.985524], [28.266942, 17.408902, 15.707518], [28.600423, 19.775499, 17.007937], [30.293262, 19.430836, 16.585815], [28.547009, 17.315399, 19.474743], [27.930483, 16.708804, 17.842727], [27.537463, 18.307398, 18.431632], [21.671494, 14.590705, 24.515964], [21.793239, 14.126112, 23.178721], [21.695313, 12.664460, 23.005209], [21.556336, 12.476388, 21.569899], [22.669330, 13.121155, 20.887203], [22.445818, 13.314095, 19.428844], [23.570614, 14.106839, 18.824969], [23.591484, 15.397383, 19.454833], [24.795171, 16.086914, 19.055628], [20.851803, 14.172885, 25.135550], [21.471897, 15.675582, 24.610405], [22.622230, 14.409119, 25.045219], [20.762773, 12.264726, 23.411889], [22.630478, 12.280024, 23.419916], [20.599080, 12.944099, 21.332820], [21.540862, 11.420953, 21.348115], [22.751403, 14.054544, 21.269509], [21.452645, 13.839649, 19.257923], [22.364391, 12.320927, 19.008755], [23.329119, 14.204831, 17.744163], [24.577746, 13.682539, 19.014782], [24.828590, 16.112036, 17.923776], [25.733825, 15.591845, 19.375041], [24.832137, 17.122736, 19.357092], [36.112227, 23.463078, 16.760735], [34.808459, 23.139325, 17.120296], [34.664409, 21.732805, 17.127619], [33.168126, 21.446176, 17.326501], [32.680940, 22.031892, 18.648836], [31.391387, 21.483994, 18.955468], [30.934521, 22.214555, 20.239202], [30.832735, 23.567311, 19.983150], [30.520956, 24.217042, 21.148140], [36.202135, 24.573258, 16.699538], [36.343219, 23.046705, 15.759129], [36.750493, 22.986294, 17.508629], [35.135375, 21.382110, 18.019345], [34.980299, 21.300669, 16.129150], [33.084613, 20.388546, 17.593626], [32.483045, 21.664130, 16.518248], [32.696107, 23.040905, 18.503421], [31.456431, 20.426969, 19.152731], [30.714177, 21.596133, 18.090421], [31.760017, 22.137994, 20.994341], [29.949719, 21.892011, 20.707944], [29.601021, 23.825596, 21.557018], [30.321465, 25.221500, 20.920701], [31.425798, 24.183644, 21.811353], [23.560726, 26.894678, 23.202232], [24.540902, 27.882970, 23.131127], [24.222715, 28.959847, 22.321424], [25.423744, 29.610554, 21.646142], [26.203499, 28.699942, 20.788489], [27.363473, 28.057791, 21.442120], [28.165862, 27.261856, 20.398009], [28.639820, 28.100829, 19.381058], [29.712873, 27.598686, 18.644795], [22.944636, 26.715042, 22.333836], [22.841652, 27.262177, 23.938463], [24.053712, 25.973592, 23.602289], [23.657145, 29.665484, 22.953989], [23.512910, 28.573139, 21.583989], [26.053541, 30.108678, 22.391129], [25.024568, 30.408363, 21.009973], [26.582107, 29.182120, 19.993984], [27.006328, 27.349413, 22.212353], [28.021549, 28.778170, 21.935102], [27.544139, 26.492607, 19.901439], [28.974274, 26.753822, 20.941977], [30.638615, 27.689870, 19.216056], [29.738949, 28.253345, 17.821130], [29.579015, 26.519551, 18.287917], [25.371820, 24.456639, 19.764142], [24.369517, 23.622078, 20.180344], [23.832216, 23.829424, 21.428873], [22.486797, 23.139646, 21.524106], [21.923859, 23.220214, 22.886955], [20.721489, 22.408295, 22.974080], [19.473540, 23.110708, 22.518334], [19.413159, 23.132585, 21.089275], [18.221329, 23.645548, 20.588655], [26.245832, 24.286171, 20.422346], [25.056807, 25.521652, 19.896418], [25.633287, 24.268616, 18.734690], [23.680935, 24.948054, 21.531380], [24.459532, 23.553707, 22.281689], [22.513894, 22.156750, 21.068670], [21.795940, 23.629448, 20.891793], [22.643375, 22.957805, 23.572746], [20.537658, 22.152572, 24.032633], [20.847174, 21.441216, 22.463817], [19.412801, 24.155273, 22.877525], [18.531688, 22.569890, 22.768956], [18.063451, 24.717168, 20.808169], [17.295606, 23.146565, 20.908403], [18.176609, 23.642410, 19.476627], [23.965525, 20.627918, 18.531154], [24.716156, 19.575484, 17.996222], [24.443106, 19.411586, 16.630779], [24.761773, 20.675955, 15.810709], [26.138270, 21.157906, 15.997235], [26.516051, 22.378058, 15.296896], [27.748258, 23.019207, 15.924469], [27.369071, 23.265468, 17.277849], [28.453476, 23.563229, 18.111345], [23.056419, 20.882792, 18.019466], [24.506579, 21.578577, 18.562108], [23.750216, 20.374652, 19.556575], [23.441859, 19.136247, 16.454172], [25.176824, 18.624350, 16.414225], [23.973223, 21.389122, 16.087007], [24.588813, 20.470276, 14.756986], [26.348434, 21.211363, 16.987979], [25.758380, 23.186014, 15.344677], [26.736189, 22.176601, 14.219572], [27.885334, 23.951685, 15.341885], [28.602315, 22.353689, 15.842996], [28.074386, 23.894079, 19.107513], [29.109188, 24.429585, 17.797356], [29.184487, 22.817503, 18.302059]],
  "forces_ev_per_angstrom": [[-0.048, -1.673, 0.816], [0.292, 0.514, 0.935], [-0.652, 0.450, 0.027], [0.614, 0.578, -0.746], [-0.534, -0.312, -0.617], [1.346, -0.458, 1.155], [0.683, -0.277, 1.373], [-1.076, -0.759, 1.574], [0.316, 0.032, -0.703], [0.362, 1.297, -0.151], [-0.082, 0.476, -0.676], [-0.393, -0.416, 0.066], [0.240, -0.156, -0.534], [-0.007, -0.268, -0.346], [-0.309, 0.228, 0.343], [0.077, -0.527, 0.170], [-0.113, -0.349, 0.131], [0.030, -0.056, -0.538], [-0.581, -0.106, 0.179], [0.280, 0.845, -0.522], [-1.851, 0.148, -1.464], [0.605, -0.016, 0.386], [0.170, 0.752, 0.036], [0.525, 0.060, -0.817], [-1.333, 0.144, -0.495], [0.868, -0.198, 1.479], [0.889, 0.191, -1.760], [0.502, -0.664, 0.190], [-0.147, 0.120, -0.460], [0.581, 0.749, 0.339], [0.137, -0.051, -0.035], [-0.199, 0.340, -1.556], [0.523, 0.711, -0.648], [0.005, -0.092, 0.135], [-0.017, 0.629, 0.073], [0.406, -0.031, -0.188], [-0.336, 0.252, 0.020], [-0.568, -0.506, 0.557], [-0.475, -0.055, -0.255], [0.044, 0.239, -0.017], [0.214, -0.427, 0.634], [-0.184, -0.599, -1.073], [-0.516, 0.323, 0.706], [-0.406, 0.570, 0.729], [0.467, -0.764, 0.878], [-0.019, -0.638, 0.565], [-0.031, -0.321, 0.231], [-0.442, 0.088, -0.175], [-1.181, 0.454, -0.337], [0.041, -0.252, 0.107], [0.354, 1.229, -1.715], [-0.523, -0.203, 1.049], [0.487, 0.130, -1.513], [-1.709, 0.168, 1.880], [0.598, 1.262, -0.502], [0.628, -0.152, -0.359], [-0.068, -0.179, 1.759], [0.035, -0.152, 0.363], [0.403, 0.056, -0.201], [0.350, -0.121, 0.262], [-0.332, -0.497, 0.559], [0.314, -0.373, 0.479], [0.147, -0.207, 0.309], [-0.147, -0.137, -0.617], [-0.123, -0.364, 0.371], [0.781, 0.014, -0.542], [0.904, -0.401, -0.309], [-0.489, -0.059, 0.435], [-0.206, -0.688, 0.127], [-0.285, -0.059, -0.682], [-0.002, 0.679, -0.379], [-0.077, -0.169, -0.511], [-1.827, -0.110, 0.016], [0.371, 0.270, 0.400], [-1.308, 0.433, 0.812], [-0.236, -1.629, 0.648], [-1.086, -0.547, -0.189], [-0.454, 0.685, -0.033], [0.183, -0.454, 1.618], [0.291, -0.201, -0.583], [-1.931, -0.795, 0.410], [-0.011, 0.331, 0.070], [0.064, -0.743, -0.143], [0.984, 0.340, -0.571], [0.124, -0.127, -0.632], [0.763, 0.035, 0.042], [1.146, 1.439, -0.292], [0.001, -0.065, 0.093], [0.803, 0.043, 0.289], [0.089, -0.076, 0.210], [0.502, -0.339, -0.954], [0.173, -0.103, -0.079], [-0.287, 0.742, -0.845], [0.359, 0.823, 0.015], [0.458, -0.322, 0.201], [0.822, 0.382, -0.438], [0.392, 0.802, -0.214], [-1.052, 0.155, -0.807], [0.716, -0.350, -0.904], [-0.988, -0.138, 0.500], [0.932, 0.824, -0.361], [-0.059, -0.454, 1.044], [0.375, 1.093, -0.028], [-1.467, -1.421, -0.417], [-0.448, 0.296, 0.309], [-0.224, -0.065, 0.378], [-0.203, -0.953, 0.273], [0.242, -0.205, -0.067], [-0.116, 0.468, 0.381], [-0.110, -0.031, 0.279], [0.367, 0.300, -0.362], [0.396, -0.520, 0.290], [-0.747, -0.827, 0.622], [-0.559, 0.639, -0.782], [0.303, 0.507, -0.263], [0.651, -0.589, -0.054], [0.031, 0.002, -0.311], [0.335, 0.258, -0.101], [0.627, 0.061, 0.387], [0.507, 0.072, -0.027], [-0.328, 1.403, 1.060], [-0.311, 0.963, -1.769], [0.774, -0.881, 1.753], [1.364, 0.561, 0.148], [-0.451, 1.100, -0.435], [-2.230, 0.688, -1.630], [1.602, -0.730, 0.437], [-0.625, -1.758, -0.145], [0.888, -0.151, -0.421], [-0.423, -0.468, 0.257], [0.169, -0.214, -0.259], [0.373, -0.737, 0.137], [-0.478, 0.209, 0.122], [-0.111, -0.154, -0.204], [0.096, -0.219, -0.284], [-0.155, -0.651, -0.256], [0.460, -0.446, 0.142], [0.103, 0.169, 0.330], [0.342, -0.064, -0.152], [0.368, 0.609, 0.716], [-0.634, 0.444, 0.549], [-0.384, -0.442, -0.249], [0.581, 0.536, 0.171], [-0.896, 0.207, 0.015], [-0.340, 0.605, -0.916], [1.277, -0.587, 1.232], [-0.864, 0.338, -0.634], [0.077, -0.470, 0.838], [0.128, 0.558, -0.672], [-0.585, 0.078, -0.661], [-0.840, 0.306, 0.676], [-0.062, -0.396, 0.547], [-0.110, 1.021, -0.505], [-0.533, 0.001, 0.465], [0.170, -0.240, -0.821], [-0.093, -0.335, 0.607], [0.402, 0.536, 0.616], [0.100, -0.196, -0.202], [0.359, 0.468, -0.493], [-0.402, 0.095, -0.004], [0.388, -0.467, -0.319], [-0.815, -0.096, 0.157], [0.442, -0.323, 0.149], [0.408, -0.645, -0.140], [0.514, 0.405, 0.106], [0.049, -0.317, -0.311], [0.313, -0.144, 0.285], [0.068, 0.025, 0.052], [0.319, 0.062, 0.819], [-1.215, -0.375, 0.662], [0.364, 1.861, 1.431], [0.715, 0.616, -1.432], [-0.112, 0.184, -1.063], [-0.801, 0.053, 1.637], [-0.044, 0.566, 0.091], [0.911, 0.324, -0.363], [-0.044, -0.546, -1.739], [0.248, -0.461, -0.665], [0.302, -0.383, -0.882], [-0.252, -0.037, 0.048], [0.317, 0.065, 0.856], [-0.292, -0.534, 0.115], [-0.348, -0.109, -0.488], [-0.168, -0.449, -0.261], [0.127, 0.022, 0.164], [0.938, -0.359, -0.040], [0.086, -0.206, -0.507], [0.611, 0.091, 0.315], [-0.634, -0.350, -0.401], [0.017, -0.041, 0.958], [-0.564, -0.064, 0.173], [-0.480, 0.174, 0.492], [0.366, 0.527, -0.539], [-0.731, 0.073, -0.507], [-2.318, 0.664, -1.249], [0.293, -0.620, 2.820], [1.819, -0.150, -2.214], [-0.658, 1.280, 0.734], [-0.017, -1.244, 0.369], [-0.213, 0.562, -1.621], [1.125, 0.169, 0.804], [0.118, -0.858, 0.357], [0.066, 0.124, 0.356], [0.662, 0.446, -0.081], [0.882, -0.829, 0.311], [0.145, 0.217, 1.199], [0.086, -0.300, -0.781], [0.073, 0.336, -0.532], [-0.505, -0.197, 0.437], [0.182, -0.500, 0.146], [-0.303, 0.043, 0.418], [-0.595, -0.658, -0.329], [1.050, -0.276, -0.671], [-0.206, -0.414, 0.778], [-0.071, 1.508, -0.359], [-1.027, -0.104, 0.142], [-0.083, -0.176, 2.106], [1.649, -0.854, -0.327], [-0.915, 0.259, -0.229], [0.126, -0.113, -0.301], [0.131, -0.383, 0.857], [-0.677, -0.643, -0.615], [-0.564, -0.344, 0.520], [-0.418, 0.449, 0.544], [-0.127, -1.451, 0.279], [0.400, -0.072, -0.833], [-0.343, -0.415, 0.375], [-0.611, 0.666, -0.521], [0.209, 0.412, -0.359], [0.092, 0.369, -0.495], [0.076, -0.070, 0.158], [-0.015, -0.077, 0.079], [-0.101, 0.376, -0.306], [0.102, 0.311, -0.318], [0.130, 0.166, 0.023], [0.001, 0.055, 0.467], [0.094, 0.132, -0.207], [0.175, -0.222, 0.007], [0.484, 0.528, -1.324], [0.039, 1.297, 0.519], [0.825, 1.474, 1.270], [-0.962, -2.032, -0.995], [-0.875, 2.172, 0.605], [0.222, 0.478, 0.667], [0.811, -0.227, -0.596], [0.013, -0.388, 1.323], [-1.330, 0.133, -1.070], [0.424, 0.000, -0.395], [-1.035, 1.184, -1.068], [0.101, 0.272, -0.358], [0.309, -0.419, -0.186], [0.010, -0.213, -0.253], [0.022, -1.074, 0.133], [0.518, -0.351, -0.078], [0.394, -0.877, 0.367], [-0.711, 0.895, -0.735], [-0.654, -0.136, -0.379], [0.169, 0.150, -0.256], [-0.214, 0.122, -0.167], [0.141, -0.423, 0.167], [0.684, 0.169, 0.712], [0.290, -0.176, 0.382], [0.320, -0.357, 0.342], [0.570, -0.459, 0.615], [0.366, 0.806, 1.099], [-0.348, 0.355, 0.287], [2.883, 0.394, -0.523], [-0.032, -0.028, 0.244], [-0.390, -0.522, -0.082], [0.096, 0.164, -0.275], [-1.305, -0.116, -0.462], [0.816, 0.088, -0.146], [0.333, 2.485, 1.110], [-0.529, -0.419, -0.493], [0.355, 0.016, -0.051], [-0.202, -0.083, 0.508], [-1.310, -0.614, -0.232], [-0.465, -0.166, -0.735], [0.262, 0.417, -0.004], [0.096, -0.218, -0.266], [-0.092, 0.267, -0.050], [-0.128, -0.496, -0.096], [-0.318, 0.074, 0.670], [0.382, -0.221, 0.565], [0.378, -0.054, 0.185], [0.003, -0.395, -0.704], [-0.885, -0.528, -0.309], [0.123, -1.351, -0.189]],
  "mulliken_charge": [-0.818, -0.060, -0.207, -1.043, 0.464, -1.118, -0.576, 0.187, -0.808, 0.371, 0.224, 0.158, 0.577, -0.121, 0.253, 0.452, -0.383, 0.584, 0.199, 0.300, 0.577, 0.313, 0.152, 0.273, 0.154, 0.030, -0.308, -0.828, -0.345, -0.557, -0.798, -0.266, -0.230, -0.077, 0.328, -0.420, 0.348, 0.193, 0.372, 0.336, 0.199, 0.326, 0.336, 0.398, 0.494, -0.341, 0.365, 0.332, -0.028, -0.385, -0.376, -0.868, -0.163, -0.764, -0.410, -0.323, -0.758, -0.183, 0.346, 0.074, 0.295, 0.365, 0.185, 0.472, 0.284, 0.247, 0.457, 0.331, 0.345, 0.307, 0.290, 0.293, -0.484, -0.371, -0.980, 0.756, -0.133, -0.914, -0.081, -0.174, -0.938, 0.271, 0.294, 0.052, 0.491, 0.469, -0.305, -0.460, 0.447, 0.209, 0.580, 0.620, -0.119, 0.419, 0.318, 0.200, -1.064, -0.041, -0.854, -0.083, 1.160, -0.833, 1.617, -0.446, -0.512, 0.330, 0.413, 0.228, 0.155, 0.617, -0.661, 0.707, -0.557, 0.426, -0.264, -0.922, 0.100, 0.255, 0.354, 0.011, -0.730, -0.329, -0.080, -0.907, -0.321, -0.537, 0.241, -0.507, -0.307, 0.249, 0.281, 0.324, 0.241, 0.264, 0.291, 0.296, 0.272, 0.333, 0.352, 0.177, -0.044, 0.215, 0.336, -0.081, -0.914, 0.134, -1.254, 0.504, 0.562, 0.722, 0.426, -0.580, 0.036, 0.247, 0.342, 0.245, 0.463, 0.408, -0.380, 0.489, -0.787, 0.231, -0.887, -0.186, -0.291, 0.447, -0.257, 0.031, -0.897, -0.308, -0.582, -0.625, -0.304, -0.816, -0.211, -0.310, -0.673, 0.320, 0.282, 0.328, 0.440, 0.323, 0.322, 0.395, 0.269, 0.298, 0.419, 0.155, 0.345, 0.132, 0.442, 0.266, -0.668, -0.279, -0.660, -0.835, -0.422, 0.270, -0.342, -0.071, -0.683, 0.219, 0.130, 0.372, 0.510, 0.259, 0.439, 0.375, 0.321, 0.453, -0.503, 0.670, -0.227, 0.306, -0.013, 0.371, -0.706, -0.310, -0.424, -0.924, -0.053, -1.109, 0.691, -0.414, -0.407, 0.348, 0.400, 0.101, 0.351, 0.301, 0.352, 0.429, 0.244, 0.290, 0.492, -0.078, -0.119, 0.271, 0.360, 0.016, -0.864, 1.058, 0.331, -0.524, -0.289, -0.629, -0.695, -0.032, -0.914, 0.334, 0.219, -0.152, -1.097, 0.323, 0.105, 0.199, 0.309, 0.451, 0.315, 0.323, 0.441, 0.332, 0.406, 0.182, -0.207, -0.094, -0.976, -0.491, 2.292, 0.756, -0.700, 0.702, 1.143, -0.342, -0.237, 0.491, 0.671, -0.405, -0.491, 1.054, -0.719, -1.705, 0.535, -0.648, 0.520, -0.368, -0.094, -1.024]
}